The following is a quantum chemistry calculation of an isolated molecule of C15H19N3O4 in a non-equilibrium geometry, from OMol25.

Atoms and positions in Å:
N 1.5514 6.5959 -2.7538
C 1.6343 5.2981 -2.3177
C 2.1939 5.0044 -1.1117
C 2.2759 3.6897 -0.6625
C 1.7480 2.6223 -1.4042
O 1.7906 1.3533 -0.8577
C 1.3120 0.2165 -1.6066
C -0.1518 -0.1192 -1.2728
C -0.2869 -0.7412 0.1244
C -1.7522 -0.8963 0.6164
C -1.8032 -1.3498 2.0881
N -1.4483 -2.7692 2.1802
C -2.4205 -3.7622 1.9863
O -3.5371 -3.4907 1.5505
C -2.2203 -5.2537 2.2250
C -0.8147 -5.4758 2.6753
O -0.4424 -6.5978 2.9365
N 0.1154 -4.4618 2.7980
C -0.1704 -3.1452 2.5692
O 0.7268 -2.3643 2.8725
C 1.1091 2.9580 -2.6265
C 1.0338 4.2804 -3.0817
H 2.2045 7.2835 -2.4636
H 1.0502 6.7565 -3.6075
H 2.5750 5.8158 -0.5048
H 2.7858 3.4642 0.2495
H 1.9461 -0.6500 -1.3811
H 1.4506 0.3929 -2.6608
H -0.7938 0.7371 -1.3686
H -0.5261 -0.8213 -2.0088
H 0.2617 -0.0933 0.8606
H 0.2300 -1.7426 0.1073
H -2.2607 0.0766 0.5267
H -2.2561 -1.6174 -0.0505
H -1.1488 -0.6957 2.6616
H -2.7873 -1.1350 2.4395
H -2.9476 -5.5812 2.9602
H -2.3939 -5.7869 1.2940
H 0.9862 -4.6724 3.2559
H 0.6379 2.1489 -3.2113
H 0.5429 4.5287 -4.0258

HOMO, eV: -7.36
Energy above the lowest of the compared OMol25 structures with the same formula, charge and spin, kcal per mole: 14.6
Kohn-Sham gap, eV: 7.8
Largest force on an atom, eV/Å: 3.335
SMILES: Nc1ccc(OCCCCCN2C(=O)CC(=O)NC2=O)cc1